Formula: C2H5N3S2
Source: OMol25
Level of theory: ωB97M-V/def2-TZVPD

The gap between HOMO and LUMO comes out at 9.192 eV. As for the energy above the lowest of the compared OMol25 structures with the same formula, charge and spin: 51.92 kcal per mole. The HOMO energy is -8.53 eV. The value obtained for the LUMO energy is 0.7 eV.

```
! wB97M-V def2-TZVPD RIJCOSX def2/J DEFGRID3
* xyz 0 1
H 0.473 -0.927 -2.533
H -2.362 -0.702 3.738
N 1.916 0.808 -1.990
C 0.888 0.598 -1.323
N -1.227 0.225 1.977
H 0.112 -0.869 0.870
S 0.196 1.398 0.194
S -1.446 -1.155 2.849
N 0.126 -0.595 -1.628
H -0.822 -0.406 -1.529
H 2.565 1.569 -1.633
C -0.419 0.056 1.007
*
```

Atomic partial charges in e from the Mulliken method, atoms 1 to 5: number 1, H, carries 0.27; number 2, H, carries 0.16; number 3, N, carries -0.63; number 4, C, carries 0.51; number 5, N, carries -0.37